Computed, not measured: 13 unconnected molecules or ions with the total composition C83H78ClF5N2O3S2 at a distorted geometry, with ωB97M-V with the def2-TZVPD basis set.

Structure (XYZ):
```
174
Properties=species:S:1:pos:R:3:forces:R:3
Cl -3.391866 0.600413 1.507892 1.6 0.3 0.7
S 2.643447 -0.649232 5.956689 -0.4 2.2 -1.8
S 2.689723 5.158337 2.224255 5.8 -0.3 -4.6
F 0.531227 6.298842 1.128548 1.5 0.3 3.4
F -0.822147 5.438521 3.389328 3.5 1.6 1.0
F 1.870959 7.678435 2.437141 -1.6 -3.4 -0.4
F 1.051731 5.789289 4.808303 -1.8 0.6 -3.3
F -0.152935 7.530134 3.976951 1.3 -3.4 -0.7
O 3.915540 5.873004 2.719902 -3.7 -1.8 0.3
O 2.868436 4.870580 0.738149 -1.8 0.4 4.3
O -0.982498 1.354292 0.726908 -2.8 -1.2 5.0
N 3.650312 0.661912 5.537076 -4.1 0.6 -2.2
N 1.166162 -0.412240 5.107765 3.9 4.5 -1.2
C -2.958556 11.257764 -2.172285 0.0 0.1 -0.1
C 1.762179 -0.470556 -0.548282 0.1 0.0 0.1
C 2.317553 -5.517287 6.096103 0.1 0.0 0.0
C -5.050521 7.761569 0.218278 0.1 0.0 0.0
C -1.032894 0.920090 3.248543 0.1 -0.1 0.1
C -1.590896 11.010136 -2.238641 0.0 0.1 0.0
C 9.917612 1.597506 2.551295 -0.1 0.0 0.0
C 2.425132 -7.900328 1.255871 0.0 0.0 0.0
C 2.928449 -6.740234 5.833717 0.0 0.1 -0.1
C -6.425911 -9.174289 -5.852859 -0.1 0.0 0.0
C 2.479240 -4.454883 5.211868 0.0 -0.1 0.0
C -7.985657 -11.012543 -5.888063 0.0 0.1 0.0
C 0.353187 6.219307 3.660247 -2.5 1.9 1.3
C -4.279543 -8.373334 2.609590 0.0 0.0 -0.1
C 7.123577 -4.522609 4.367487 0.1 0.0 0.0
C -8.394650 -10.641336 -7.165680 0.1 0.1 0.1
C 8.617653 1.836802 2.114766 0.0 0.0 0.1
C -2.896995 7.171958 1.126223 0.0 0.0 -0.1
C -5.966565 -9.448793 1.265279 0.1 0.0 0.0
C 1.299874 -7.863825 0.437819 0.1 -0.1 -0.1
C -4.633582 18.386273 -6.701135 0.0 -0.1 0.1
C -3.468216 12.471651 -2.624371 0.1 0.0 0.0
C -0.731372 11.978590 -2.748742 -0.1 0.0 0.0
C -2.279125 -2.493789 -3.226832 0.0 0.0 0.0
C 7.627863 -5.735672 4.826893 0.1 0.1 0.0
C -3.574486 -0.557485 -3.848221 0.1 0.0 0.1
C -4.162479 16.103458 -6.086106 -0.1 0.1 0.0
C -7.824126 -9.532510 -7.783627 0.0 0.0 0.1
C 3.243520 -4.617471 4.060890 0.0 0.0 0.0
C -5.429530 -9.151934 2.514168 0.1 0.1 -0.1
C -3.664290 -7.897366 1.455824 -0.1 0.0 0.0
C 1.444927 0.836593 4.397609 -0.3 0.4 0.0
C 3.518978 -8.683967 0.901169 -0.1 0.0 -0.1
C -6.838889 -8.799842 -7.128397 -0.1 -0.1 0.0
C -4.020384 17.166890 -6.972295 0.0 0.0 0.1
C 3.491460 -9.424090 -0.277527 -0.1 0.1 0.0
C -1.240447 13.194612 -3.195794 0.0 -0.1 0.0
C 4.795943 3.364466 4.296784 -0.3 -1.4 0.5
C 3.698612 -6.900779 4.684661 -0.1 0.1 0.1
C 0.421129 1.579805 3.445964 2.5 2.1 -0.3
C -4.635883 -6.463090 -3.295616 0.0 -0.1 0.0
C 3.327861 2.821826 3.981740 -1.9 0.9 -1.4
C -4.926495 16.256800 -4.932712 0.0 0.1 -0.1
C 1.270044 -8.608096 -0.738010 0.1 0.0 0.1
C 2.367657 -9.384593 -1.097342 0.0 0.0 0.1
C -4.483858 7.880105 -1.047152 0.0 0.0 0.1
C 2.864678 1.480976 4.643071 -1.0 -1.3 0.4
C 3.850962 -5.840111 3.796387 0.0 0.0 0.1
C 7.552727 1.153317 2.694215 0.1 0.0 0.1
C 3.027965 0.207459 1.386750 0.0 -0.2 -0.2
C 9.086142 0.001797 4.156038 0.0 0.0 -0.1
C -4.032781 -7.689361 -3.562092 0.1 0.2 -0.1
C -3.285655 -7.859445 -4.725607 0.0 0.1 0.1
C -7.003075 -10.277630 -5.231369 0.0 0.0 -0.1
C 1.862761 0.266913 0.628539 0.0 0.0 0.0
C -5.349131 -8.975914 0.111353 0.1 0.0 0.1
C -2.329472 7.294041 -0.138552 -0.1 0.0 0.0
C -2.086747 -0.455030 -1.954432 0.0 -0.1 0.0
C 1.263125 6.381078 2.343909 -0.5 2.0 -0.6
C 4.090361 -0.591231 0.972816 -0.1 0.0 0.0
C 9.859706 -5.021702 4.258407 -0.1 0.0 0.0
C -3.209854 -1.883605 -4.061898 0.0 0.1 0.1
C 7.786082 0.237080 3.715763 0.1 0.1 0.0
C -4.490134 -5.406519 -4.189562 0.0 -0.1 -0.1
C 10.151547 0.678551 3.570230 -0.1 0.0 0.0
C -2.609238 13.438688 -3.137915 0.0 -0.1 0.0
C -4.256353 7.409760 1.305896 0.0 0.0 -0.1
C -1.619438 1.029292 1.762542 2.2 1.1 -3.4
C 3.991187 -1.324042 -0.206351 0.0 0.0 0.0
C 8.995577 -5.986541 4.768268 0.0 0.1 0.0
C -5.542750 17.475052 -4.663379 0.0 0.0 0.0
C 0.894158 2.895615 2.796657 0.4 -2.2 1.9
C -3.122669 7.651256 -1.225204 0.0 0.0 0.1
C -5.393087 18.541239 -5.544989 0.0 -0.1 0.0
C 7.986617 -3.559641 3.854174 0.0 -0.1 0.0
C -3.010703 0.157965 -2.795501 0.0 -0.1 0.0
C 9.355209 -3.806326 3.803905 0.0 -0.1 0.0
C -1.719671 -1.780178 -2.170700 -0.1 0.1 -0.1
C -3.147809 -6.805414 -5.623337 0.0 0.0 0.1
C 2.827766 -1.262153 -0.967272 0.0 0.0 0.1
C 2.332548 3.551863 3.050646 -0.9 -4.0 3.0
C -4.196128 -8.201877 0.206402 -0.1 0.0 0.1
C -3.747914 -5.578524 -5.354844 -0.1 -0.1 0.1
H 6.539243 1.335507 2.349679 0.1 0.0 0.0
H 6.057193 -4.327565 4.408990 0.1 0.0 0.0
H 2.008130 -3.499736 5.418725 0.0 -0.1 0.0
H 5.300471 3.917911 3.437001 -1.1 -0.5 1.3
H -0.973816 -0.212135 3.496241 0.0 1.8 -0.5
H 3.108337 0.782672 2.300250 0.0 0.0 -0.2
H 9.268037 -0.709660 4.954853 0.0 0.0 -0.1
H 4.732497 3.960392 5.274498 0.2 -0.6 -1.6
H -8.433009 -11.874810 -5.404424 0.0 0.1 0.0
H 10.748339 2.127448 2.097077 -0.1 0.0 0.0
H -4.955571 -4.449503 -3.979112 0.0 -0.1 0.0
H -6.686045 -10.565722 -4.233958 0.0 0.0 -0.1
H -2.768582 -7.288942 1.530482 -0.1 -0.1 0.0
H 10.028709 -3.052250 3.409819 -0.1 0.0 0.0
H -3.006958 14.384214 -3.492716 0.1 -0.1 0.0
H 8.434954 2.554818 1.322349 0.0 -0.1 0.1
H 4.346227 -10.031378 -0.556678 -0.1 0.0 0.0
H 2.805070 -7.568162 6.524020 0.0 0.1 -0.1
H -5.869098 19.492492 -5.332063 0.0 -0.1 0.0
H 11.165425 0.490324 3.908549 -0.1 0.0 0.0
H 6.954741 -6.485595 5.229259 0.0 0.1 0.0
H 6.955184 -0.294274 4.169310 0.0 0.0 0.0
H -2.571409 -6.939716 -6.533019 0.0 0.0 0.1
H -0.997327 -2.257418 -1.516090 0.0 0.0 0.0
H 4.820968 -1.942922 -0.531852 -0.1 0.1 0.0
H -4.144446 -8.512885 -2.864020 0.0 0.0 -0.1
H 3.365757 -3.789676 3.369373 0.0 -0.1 0.0
H 0.853100 -0.427011 -1.139412 0.1 0.0 0.0
H -6.139716 17.593812 -3.764772 0.1 0.0 -0.1
H 0.445736 -7.255265 0.716443 0.1 0.0 0.0
H -1.990346 -3.525739 -3.398113 -0.1 0.1 0.0
H -5.654884 -8.605507 -5.343084 -0.2 -0.1 -0.1
H -3.292496 1.192480 -2.630023 0.0 -0.1 0.0
H 4.445310 -5.966713 2.896976 0.0 0.0 0.1
H -3.713364 -7.835294 -0.693289 0.0 0.0 0.1
H -4.297940 -0.081192 -4.501935 0.1 0.0 0.1
H 2.449107 -7.318346 2.170878 0.0 -0.1 -0.1
H -1.651622 0.100339 -1.130278 -0.1 0.0 -0.1
H 1.716279 -5.392113 6.990997 0.1 0.0 -0.1
H -5.766440 -9.210530 -0.862798 0.0 0.0 0.1
H -1.793558 1.347003 4.009315 1.2 -0.5 -1.4
H 1.029124 0.887685 0.951422 0.5 -0.2 -0.2
H -5.103688 8.152031 -1.895695 0.1 0.0 0.1
H 7.592083 -2.615033 3.493782 0.1 -0.1 0.0
H -6.866947 -10.050114 1.191089 0.1 0.0 0.0
H -4.519802 19.216303 -7.390669 0.0 -0.1 0.1
H -3.863428 -8.137767 3.583567 0.0 0.0 -0.1
H -3.637219 -4.755766 -6.053836 0.0 -0.1 0.0
H 4.996403 -0.641972 1.568643 0.0 0.0 -0.1
H -2.812365 -8.813717 -4.931872 -0.1 0.1 0.0
H 5.459371 2.442913 4.534676 -1.2 1.5 -0.4
H -8.147110 -9.239378 -8.777535 0.0 0.0 0.1
H 0.335333 11.786187 -2.798223 -0.1 0.0 0.0
H -4.697283 7.319823 2.293022 0.0 0.0 -0.1
H -3.627406 10.504671 -1.769468 0.1 0.1 0.0
H -5.907320 -9.526299 3.413367 0.0 0.0 -0.1
H 0.160510 3.448343 2.095563 1.4 -1.1 1.2
H -2.679836 7.750289 -2.210853 0.0 0.0 0.1
H 9.388865 -6.934684 5.121007 0.0 0.1 0.0
H 2.346991 -9.960426 -2.017096 0.0 0.0 0.1
H -1.194043 10.061301 -1.891479 0.0 0.1 0.0
H 2.751008 -1.832237 -1.887733 0.0 0.0 0.1
H -9.158741 -11.215489 -7.678915 0.1 0.0 0.0
H -3.651268 -2.442159 -4.881247 0.1 0.1 0.1
H 10.926259 -5.216449 4.214894 -0.1 0.0 0.0
H -1.269550 7.110985 -0.278116 -0.1 0.0 0.0
H -2.278983 6.891995 1.973016 -0.1 0.1 -0.1
H -6.111182 7.943372 0.357350 0.1 0.0 0.0
H -3.678808 15.154736 -6.294363 0.0 0.1 0.0
H -6.392426 -7.936656 -7.611206 0.0 -0.1 0.1
H -5.219357 -6.330937 -2.389770 0.1 0.0 -0.1
H 4.178605 -7.852565 4.481557 -0.1 0.1 0.0
H 4.393741 -8.717515 1.542609 -0.1 0.0 -0.1
H -5.041424 15.426134 -4.244011 0.0 0.1 -0.1
H -3.430355 17.045444 -7.874999 0.0 0.0 0.1
H -0.570308 13.951321 -3.590035 -0.1 -0.1 0.0
H -4.535268 12.663621 -2.576222 0.1 0.0 0.0
H 0.391942 -8.581823 -1.374639 0.1 0.0 0.0
```
Positions in Å, forces in eV/Å.

- HOMO: -9.2 eV